Here is a 12-piece molecular cluster, C96H212N12O16 overall from the Open Molecules 2025 dataset. Energies are from ωB97M-V/def2-TZVPD.

Structure (XYZ):
```
336
Properties=species:S:1:pos:R:3
O -24.43068 -1.55395 29.34974
O -23.47125 -6.18459 22.31625
O -25.08189 -8.21371 19.70121
O -32.21425 -0.60553 28.81516
O -25.66707 1.95049 18.94186
O -24.03919 -3.22679 15.67954
O -31.91777 -8.87840 21.55119
O -26.09264 -1.47668 18.20105
O -32.71253 3.68753 19.71470
O -30.30188 -2.80255 22.48536
O -27.65733 2.22696 12.67929
O -35.42138 -1.94698 24.64701
O -18.70971 0.15837 19.23693
O -28.65390 -2.10875 26.11668
O -24.29896 -0.24804 24.69615
O -33.43111 -2.85241 16.24752
N -32.38067 -1.94859 15.97523
N -27.23111 1.87843 15.50987
N -24.17220 1.18738 24.50687
N -24.65374 -5.41312 22.73553
N -28.72581 -1.19692 20.76437
N -25.89574 -0.86537 27.11759
N -32.93442 -1.94415 26.51884
N -24.21748 -2.91620 14.30266
N -23.94947 -7.39835 19.76921
N -18.72113 -1.18062 19.75441
N -31.03836 -9.51234 22.49378
N -31.68745 3.56744 20.64860
C -28.95714 4.23112 21.26774
C -36.36419 -2.62301 23.84370
C -30.59657 2.84429 19.90776
C -26.59423 -5.53796 24.26645
C -26.09495 -2.15723 27.76886
C -24.13426 -4.14011 23.35006
C -32.02128 -1.58070 18.51159
C -33.82095 -1.20674 14.31185
C -24.81179 -2.63301 28.43171
C -26.18377 1.16261 23.21662
C -29.68060 -7.56154 22.40627
C -33.43980 -1.25765 28.73800
C -16.46343 -1.05008 20.45984
C -24.32279 2.39183 18.83906
C -17.88447 -1.23675 20.92325
C -32.12772 -11.63954 22.00455
C -20.11245 -1.57943 19.73749
C -28.95587 -0.81105 22.15811
C -34.12017 -0.12865 16.45529
C -25.33681 -5.51770 19.25786
C -25.70919 -2.78850 14.08618
C -30.11844 -10.38048 25.01345
C -22.85746 -9.14835 20.95842
C -26.10435 -4.27041 24.93251
C -28.69861 1.37207 12.17604
C -26.41766 -4.04886 14.56981
C -33.08797 -0.76765 15.54536
C -31.78913 -10.64818 23.11536
C -24.15315 -6.35634 18.79229
C -30.80540 -11.31092 24.06366
C -22.02679 -3.28118 13.70711
C -24.55462 -6.91632 24.80791
C -24.84365 -1.22304 18.79697
C -24.71368 1.47514 23.16655
C -22.50859 2.98027 24.39885
C -20.19804 -2.98845 20.21290
C -21.65607 0.68229 23.98162
C -29.37327 2.79605 20.78936
C -26.23153 -1.65440 14.96678
C -30.27960 -1.42519 22.68359
C -22.77725 -8.29466 19.72159
C -22.64700 -9.27166 18.51262
C -23.35175 -1.97304 30.14266
C -31.31433 -7.53214 24.25054
C -30.38010 -8.48421 23.33474
C -22.99610 -4.37007 24.40776
C -19.53864 -3.16267 21.57932
C -32.49881 5.42684 22.03101
C -21.62055 -6.31339 18.73384
C -27.92453 -0.94930 25.73480
C -33.88479 -1.13025 27.28281
C -20.53953 -1.65689 18.18810
C -29.85463 -3.53186 23.54757
C -18.17687 -0.15595 22.00211
C -32.07576 0.28370 15.20480
C -21.10157 -0.72055 20.53936
C -25.92045 -2.48918 12.59666
C -33.11559 -10.24780 23.82159
C -28.20202 3.10487 13.69687
C -23.40058 -3.85602 13.50093
C -27.15451 -0.27041 26.81067
C -30.13531 4.81741 22.09519
C -22.50651 1.26883 26.19135
C -24.18770 0.54008 22.05156
C -31.05347 0.55835 16.30661
C -21.58738 -7.36535 19.82063
C -24.51293 2.93036 22.85718
C -30.41085 -0.73454 16.70776
C -23.52880 -3.36538 22.22173
C -29.66394 -1.66134 27.05961
C -31.17291 5.97934 20.08003
C -31.57183 -0.95889 30.00148
C -31.35680 4.95738 21.15989
C -29.46725 -9.19480 24.25582
C -18.07332 -2.64195 21.51231
C -23.36658 -5.32896 13.76075
C -26.50607 2.37269 17.85217
C -24.47343 -6.77517 17.39780
C -27.22600 3.15865 14.84133
C -25.89502 -7.47567 22.80245
C -31.16943 1.43153 19.71066
C -22.72600 1.48924 24.72922
C -22.90409 -5.50669 18.81658
C -31.42803 -1.82610 17.08511
C -30.68125 -3.17701 17.04933
C -27.13723 -1.91929 19.10502
C -30.32192 3.37569 18.54983
C -32.94205 -1.63698 25.06769
C -26.19001 1.69657 16.51567
C -27.45493 -0.85369 20.16313
C -25.21093 -3.56301 11.74262
C -25.39819 -6.32109 23.67690
C -23.05897 3.33542 23.05007
C -23.74877 -3.56878 12.02688
C -34.05990 -2.32099 24.36304
C -25.37508 -3.39335 23.95904
H -27.55810 2.16005 18.01552
H -17.70332 -3.41906 20.81659
H -34.75695 0.47776 15.75692
H -26.41013 -2.77828 26.93876
H -28.64483 -9.72755 23.74672
H -22.94437 -5.47615 14.77718
H -24.19788 -0.86796 18.02495
H -33.94746 -3.36730 24.68088
H -25.06778 3.45423 23.62238
H -27.74304 0.01473 27.66768
H -15.70437 -1.19735 21.22151
H -33.30893 -2.33170 29.04789
H -23.80818 2.02622 19.73908
H -36.82003 -3.39562 24.43681
H -31.18001 -1.04627 22.16033
H -33.52913 3.38321 20.12477
H -31.08401 7.01188 20.49749
H -31.20578 -1.65081 19.21725
H -23.33680 -2.66827 11.65442
H -24.26716 -5.91612 13.71110
H -25.17837 -7.74305 25.18119
H -21.04174 0.34591 20.33405
H -32.70446 -2.41471 18.81007
H -26.81933 -2.86938 19.63552
H -29.17112 2.83201 14.10677
H -34.08094 -0.39894 13.62850
H -37.15040 -1.87695 23.66313
H -17.99122 0.86569 21.68458
H -23.63339 -2.74208 30.88970
H -21.89990 -0.39461 24.06827
H -28.65646 4.81501 20.40082
H -26.75206 1.70820 23.99337
H -28.13375 -1.11410 22.87785
H -25.36931 -1.54171 12.36635
H -32.98880 -11.32441 21.41915
H -28.95391 -8.07210 21.79589
H -26.98497 -2.30158 12.47677
H -24.08259 -2.91878 27.65987
H -26.19934 3.39941 14.56148
H -29.15623 -6.78485 22.96575
H -24.36700 -5.80810 16.87870
H -23.33464 1.58722 26.82167
H -27.11221 -6.21626 24.97270
H -21.84808 -9.97277 18.72765
H -25.49760 -0.87195 14.99027
H -25.20251 2.12844 16.22678
H -24.98402 -2.46192 24.40283
H -21.27799 -3.27367 20.21579
H -32.85266 -9.68183 24.73826
H -33.89579 -2.22145 23.31396
H -32.04009 -2.01881 24.58965
H -26.64963 1.36438 22.24187
H -26.33597 -7.18256 21.86043
H -31.36880 -11.72677 21.23999
H -21.29434 -3.75286 13.04575
H -21.75105 1.97255 26.59712
H -19.70287 -2.05395 17.61971
H -32.55582 -0.68571 18.76051
H -27.53734 0.15623 19.75176
H -32.06216 -6.97666 23.64856
H -29.28187 -1.52513 28.06196
H -29.48184 2.22963 21.72434
H -23.75139 -6.60731 21.49303
H -28.75534 -3.57109 23.66603
H -25.43328 -4.55120 18.69411
H -24.95282 3.15693 21.89770
H -24.88769 -0.48369 19.61691
H -26.41473 -1.94837 15.99007
H -22.79991 -4.99391 19.78348
H -23.63179 -7.33730 24.32632
H -31.37300 -2.01677 29.83162
H -22.43564 2.95517 22.22991
H -28.05500 -2.16918 18.56522
H -19.63056 -3.69703 19.59556
H -26.49408 3.45041 17.75858
H -26.10449 -3.07996 23.22737
H -30.45868 -3.54474 18.05179
H -24.32491 -0.52763 22.24798
H -29.85689 -1.11997 15.81803
H -32.10463 1.37737 19.17067
H -30.39930 -7.04961 21.79347
H -21.45486 3.28422 24.37559
H -20.72433 -7.99698 19.94748
H -27.06476 -3.77842 25.21784
H -29.76988 -3.13535 16.42990
H -29.95675 5.81923 22.56022
H -34.76656 -0.80804 17.01011
H -30.56269 -6.87228 24.72903
H -22.56088 -3.85100 22.00141
H -29.94732 -11.78996 23.53398
H -19.25961 0.59928 19.89473
H -20.78463 -0.66614 17.79088
H -21.86908 -9.52668 21.17275
H -29.45695 -10.96508 25.67564
H -25.06621 -8.09138 22.49875
H -33.83446 -0.06540 26.97911
H -26.86277 0.68913 26.38098
H -30.16900 -0.77067 26.63388
H -21.65927 -6.71461 20.72603
H -30.30015 1.31946 16.02478
H -17.50608 -2.74652 22.44896
H -23.14925 0.70425 21.80130
H -33.63187 -11.12262 24.15561
H -33.73829 -2.48643 17.08045
H -23.33666 -2.35039 22.58050
H -22.05250 -2.20588 13.57615
H -22.10426 -1.08636 20.33532
H -30.28585 4.12867 22.95479
H -23.76762 -2.39863 16.07144
H -22.31716 -8.79938 17.58279
H -22.56465 -2.41550 29.49216
H -31.35350 -12.02943 24.66079
H -32.11412 5.85392 19.50655
H -26.08120 0.63942 16.72519
H -33.77402 0.65079 17.11955
H -34.16906 -0.80648 29.45914
H -30.43057 -1.20619 23.74803
H -25.78260 -4.50671 11.84768
H -32.05280 -1.64037 26.90469
H -35.98697 -3.00546 22.90157
H -20.91506 -0.84950 21.60003
H -34.88661 -1.49689 27.03588
H -20.65880 0.93233 24.34597
H -34.78225 -1.66327 14.59725
H -22.59541 -3.43487 24.78262
H -19.22470 -0.19031 22.45684
H -28.34999 0.85557 11.31057
H -23.00747 3.61938 25.12290
H -33.73140 -9.66029 23.18673
H -31.18781 3.80411 18.03173
H -21.63746 0.91394 22.89669
H -26.31216 -6.04384 19.10875
H -25.03011 -3.57712 28.96013
H -25.37671 -0.27287 27.76095
H -29.14952 -2.12750 20.60637
H -31.80661 -8.06675 24.99816
H -24.37617 -2.10018 19.26970
H -27.55362 3.93306 15.56366
H -26.94420 -2.16058 28.53603
H -22.20672 0.25570 26.47921
H -32.14723 6.23450 22.63979
H -32.22602 -8.11845 22.03449
H -24.54234 -0.32625 25.64439
H -23.85369 1.90225 17.96063
H -29.03695 0.63040 12.90732
H -23.75711 -7.44829 16.91137
H -21.64390 -3.33855 14.72090
H -26.58628 -0.89601 20.93441
H -27.14803 1.14436 14.82308
H -33.28195 -1.96887 13.76460
H -27.50403 -3.95753 14.39732
H -21.40775 -2.28148 18.02769
H -32.91167 4.61430 22.60556
H -31.56190 1.00837 17.18034
H -32.23744 -12.64110 22.43399
H -28.13186 4.09825 21.95657
H -32.23530 -0.86188 30.89369
H -31.50351 -0.05972 14.33811
H -24.25936 3.50601 18.77468
H -32.93019 -0.57174 24.77940
H -26.57882 -8.12560 23.40778
H -30.40415 0.83920 19.13069
H -26.11291 -4.98154 14.09141
H -30.29147 5.94118 19.46569
H -25.27188 -3.36160 10.62489
H -26.32313 0.13809 23.54750
H -27.25710 -5.20506 23.45954
H -31.30994 0.99977 20.70508
H -22.94101 4.40884 22.96510
H -20.80173 -5.60398 18.91585
H -23.29905 -4.89919 25.32760
H -24.75559 0.67780 21.12997
H -29.69799 -0.62786 17.54364
H -28.32618 4.06782 13.19538
H -28.53253 2.34077 20.26905
H -30.86762 -10.03281 25.74832
H -25.34057 -5.31733 20.32658
H -16.32903 0.04410 20.25415
H -20.11429 -2.62594 22.33927
H -30.67876 -0.34049 30.09756
H -24.16561 -3.33259 21.35652
H -30.41928 -2.44273 27.11190
H -23.55134 -9.87445 18.38485
H -21.38326 -6.71133 17.73168
H -32.48783 1.24085 14.90948
H -23.14146 -8.64068 21.89515
H -25.47306 -4.49095 25.81141
H -22.19651 -4.90527 23.89670
H -16.13141 -1.61715 19.61410
H -23.44602 -10.05044 20.74876
H -22.95895 -4.78359 18.00483
H -28.58128 -0.16983 25.30200
H -29.56750 1.96732 11.81325
H -19.49676 -4.22974 21.82148
H -29.92220 2.62649 17.88824
H -27.16247 -1.29508 14.52198
H -30.22284 -3.27553 24.50024
H -28.92743 -8.43481 24.84380
H -33.32381 5.88353 21.47930
H -27.18966 -1.33145 24.99335
H -29.04712 0.26279 22.28821
H -29.60822 4.21141 18.48015
H -17.52578 -0.41743 22.81763
H -23.32817 -4.40776 11.45466
H -31.45573 -3.83531 16.62651
H -25.45117 -7.19214 17.38572
H -22.96363 -1.14964 30.73434
H -22.64133 -5.73425 13.07248
H -24.89345 -8.71813 18.90273
H -30.12665 -4.58241 23.35236
H -24.32229 -6.31839 25.68573
H -26.28911 -4.08367 15.64482
```

Output
* HOMO level: -8.378 eV
* ΔE to the lowest compared entry with this formula, charge and spin: 0.0 kJ/mol
* M: 1790.8 Da
* E_LUMO: 0.409 eV